P:
Molecular formula: CH3N3O
Method: DFT, ωB97M-V/def2-TZVPD

Atoms and positions in Å:
C (-1.06630, 0.01589, 0.07995)
N (0.25349, 0.06308, 0.25852)
N (-1.97409, 0.80495, 0.37207)
N (2.45919, 0.05476, 0.06928)
O (1.26714, 0.11749, -0.58572)
H (-1.32774, -1.57315, -0.03791)
H (-2.77628, 0.32612, 0.48055)
H (3.16458, 0.19086, -0.63675)

Output
- HOMO (alpha / beta) (eV) = -9.6 / -9.9
- orbital gap (alpha / beta) (eV) = 8.85 / 8.69
- total charge = 0

Mulliken population analysis, charges in e, atoms 1 to 6: atom 1 (C): 0.1160, atom 2 (N): -0.1615, atom 3 (N): -0.4815, atom 4 (N): -0.2697, atom 5 (O): 0.0956, atom 6 (H): 0.1507

***

Q:
Molecular formula: CH3N3O
Method: DFT, ωB97M-V/def2-TZVPD

Atoms and positions in Å:
C (-0.10500, -0.63558, 0.46193)
N (0.92873, 0.14601, 0.48100)
N (-0.30710, -1.94566, 1.22495)
N (1.96004, 1.97302, 0.01911)
O (0.98765, 1.16796, -0.37128)
H (-0.92361, -0.18051, -0.18872)
H (-1.24257, -2.26065, 1.30989)
H (2.19263, 2.46594, -0.82793)

Output
- HOMO (alpha / beta) (eV) = -10.4 / -9.5
- orbital gap (alpha / beta) (eV) = 9.96 / 7.84
- total charge = 0

Mulliken population analysis, charges in e, atoms 1 to 6: atom 1 (C): 0.0450, atom 2 (N): -0.2337, atom 3 (N): -0.4042, atom 4 (N): -0.2789, atom 5 (O): 0.0697, atom 6 (H): 0.2938

***

It is P that is the least stable of them.

***

P:
Molecular formula: H4O2
Method: DFT, ωB97M-V/def2-TZVPD

Atoms and positions in Å:
O (-0.90427, -1.11395, 0.09775)
H (-0.25155, -0.36014, 0.22126)
H (-1.68840, -0.53329, 0.11591)
O (0.89045, 0.88839, -0.05109)
H (1.39481, 1.73563, 0.23631)
H (0.65574, 0.96234, -0.94678)

Output
- HOMO (eV) = -10.8
- orbital gap (eV) = 11.35
- total charge = 0

Computed Mulliken charges, given in elementary charges: atom 1 (O): -0.6657, atom 2 (H): 0.3854, atom 3 (H): 0.3035, atom 4 (O): -0.6862, atom 5 (H): 0.3337, atom 6 (H): 0.3293

***

Q:
Molecular formula: H4O2
Method: DFT, ωB97M-V/def2-TZVPD

Atoms and positions in Å:
O (1.08530, -0.15119, -0.22976)
H (1.58193, 0.70380, -0.12558)
H (1.49094, -0.68261, 0.56068)
O (-1.70907, -0.19370, -0.15485)
H (-1.67959, 0.71982, 0.23142)
H (-0.76950, -0.39612, -0.28190)

Output
- HOMO (eV) = -10.8
- orbital gap (eV) = 11.24
- total charge = 0

Computed Mulliken charges, given in elementary charges: atom 1 (O): -0.7044, atom 2 (H): 0.3295, atom 3 (H): 0.3500, atom 4 (O): -0.6618, atom 5 (H): 0.2930, atom 6 (H): 0.3937

***

It is P that is the least stable of them.

***

P:
Molecular formula: H4O2
Method: DFT, ωB97M-V/def2-TZVPD

Atoms and positions in Å:
O (-0.87535, 0.27879, -0.02403)
H (-1.50398, -0.04677, -0.67226)
H (-1.31684, 0.97171, 0.48023)
O (1.51007, -0.54976, -0.11026)
H (0.98078, -1.00148, 0.54922)
H (1.20532, 0.34751, -0.22289)

Output
- HOMO (eV) = -10.7
- orbital gap (eV) = 11.29
- total charge = 0

Computed Mulliken charges, given in elementary charges: atom 1 (O): -0.6028, atom 2 (H): 0.2962, atom 3 (H): 0.3062, atom 4 (O): -0.6494, atom 5 (H): 0.3153, atom 6 (H): 0.3344

***

Q:
Molecular formula: H4O2
Method: DFT, ωB97M-V/def2-TZVPD

Atoms and positions in Å:
O (0.64417, 1.56543, 0.18495)
H (-0.19663, 1.62629, 0.63836)
H (0.72215, 0.64158, -0.05307)
O (-0.16641, -1.20331, 0.05481)
H (-1.12174, -1.17940, -0.00011)
H (0.11843, -1.45057, -0.82495)

Output
- HOMO (eV) = -11.0
- orbital gap (eV) = 11.65
- total charge = 0

Computed Mulliken charges, given in elementary charges: atom 1 (O): -0.6382, atom 2 (H): 0.2888, atom 3 (H): 0.3684, atom 4 (O): -0.6848, atom 5 (H): 0.3281, atom 6 (H): 0.3377

***

R:
Molecular formula: H4O2
Method: DFT, ωB97M-V/def2-TZVPD

Atoms and positions in Å:
O (-0.93944, -0.22178, -1.12459)
H (-0.98395, -1.21636, -0.88567)
H (-0.32450, 0.15739, -0.51480)
O (0.83527, 0.22420, 0.95524)
H (1.51428, 0.90423, 0.86975)
H (0.62753, 0.13534, 1.88552)

Output
- HOMO (eV) = -10.7
- orbital gap (eV) = 11.31
- total charge = 0

Computed Mulliken charges, given in elementary charges: atom 1 (O): -0.6614, atom 2 (H): 0.3048, atom 3 (H): 0.3966, atom 4 (O): -0.6759, atom 5 (H): 0.3215, atom 6 (H): 0.3144

***

S:
Molecular formula: H4O2
Method: DFT, ωB97M-V/def2-TZVPD

Atoms and positions in Å:
H (-0.79926, -0.49480, 1.90600)
H (0.74095, 0.93884, 0.23500)
O (-0.21892, -0.09016, 1.25924)
H (0.64690, 0.25345, -1.58423)
H (-0.30997, -0.22577, -0.41444)
O (-0.05969, -0.38156, -1.40158)

Output
- HOMO (eV) = -10.9
- orbital gap (eV) = 7.58
- total charge = 0

Computed Mulliken charges, given in elementary charges: atom 1 (H): 0.2782, atom 2 (H): 0.4299, atom 3 (O): -0.8319, atom 4 (H): 0.2757, atom 5 (H): 0.4585, atom 6 (O): -0.6105

***

It is S that is the least stable of them.

***

P:
Molecular formula: H4O2
Method: DFT, ωB97M-V/def2-TZVPD

Atoms and positions in Å:
O (-1.35894, -0.17856, -0.14297)
H (-1.55511, -1.06301, 0.22421)
H (-1.72006, 0.47197, 0.47493)
O (1.47079, 0.20226, -0.07037)
H (1.57285, 0.51914, 0.85418)
H (0.63485, -0.26850, 0.00114)

Output
- HOMO (eV) = -10.9
- orbital gap (eV) = 11.54
- total charge = 0

Computed Mulliken charges, given in elementary charges: atom 1 (O): -0.6911, atom 2 (H): 0.3473, atom 3 (H): 0.3349, atom 4 (O): -0.6349, atom 5 (H): 0.3002, atom 6 (H): 0.3436

***

Q:
Molecular formula: H4O2
Method: DFT, ωB97M-V/def2-TZVPD

Atoms and positions in Å:
O (1.09038, -0.09917, 1.32462)
H (1.01222, -0.58305, 0.50186)
H (0.26378, -0.41806, 1.79113)
O (-0.93292, 0.14306, -1.19255)
H (-1.05982, -0.26450, -2.03632)
H (-1.47586, 0.91448, -1.31326)

Output
- HOMO (eV) = -11.1
- orbital gap (eV) = 11.81
- total charge = 0

Computed Mulliken charges, given in elementary charges: atom 1 (O): -0.6425, atom 2 (H): 0.3077, atom 3 (H): 0.3207, atom 4 (O): -0.5956, atom 5 (H): 0.3077, atom 6 (H): 0.3019

***

It is Q that is the least stable of them.

***

P:
Molecular formula: H4O2
Method: DFT, ωB97M-V/def2-TZVPD

Atoms and positions in Å:
O (0.65720, -0.61178, 1.29700)
H (1.45042, -0.47512, 1.85806)
H (0.87896, -0.48636, 0.34519)
O (-0.75640, 0.49583, -1.32435)
H (0.02779, 0.96679, -1.07647)
H (-1.56360, 0.92224, -0.90802)

Output
- HOMO (eV) = -11.4
- orbital gap (eV) = 12.19
- total charge = 0

Computed Mulliken charges, given in elementary charges: atom 1 (O): -0.6345, atom 2 (H): 0.3213, atom 3 (H): 0.3175, atom 4 (O): -0.6505, atom 5 (H): 0.3126, atom 6 (H): 0.3336

***

Q:
Molecular formula: H4O2
Method: DFT, ωB97M-V/def2-TZVPD

Atoms and positions in Å:
O (0.66617, -0.34683, -1.04550)
H (1.60917, -0.14583, -1.03350)
H (0.39117, -1.12183, -1.44550)
O (-0.99183, 0.25417, 1.40950)
H (-0.71783, 0.06317, 0.54550)
H (-0.95683, 1.29717, 1.56950)

Output
- HOMO (eV) = -10.9
- orbital gap (eV) = 11.69
- total charge = 0

Computed Mulliken charges, given in elementary charges: atom 1 (O): -0.6359, atom 2 (H): 0.3175, atom 3 (H): 0.3062, atom 4 (O): -0.6517, atom 5 (H): 0.3410, atom 6 (H): 0.3228

***

R:
Molecular formula: H4O2
Method: DFT, ωB97M-V/def2-TZVPD

Atoms and positions in Å:
O (-4.21518, 0.94384, 0.30998)
H (-4.75635, 0.21376, -0.06734)
H (-4.74641, 1.28089, 1.06658)
O (-4.04451, 1.84908, 2.52018)
H (-4.15345, 1.66319, 3.48030)
H (-4.86577, 2.32748, 2.26541)

Output
- HOMO (eV) = -10.7
- orbital gap (eV) = 11.38
- total charge = 0

Computed Mulliken charges, given in elementary charges: atom 1 (O): -0.6029, atom 2 (H): 0.3009, atom 3 (H): 0.2777, atom 4 (O): -0.6498, atom 5 (H): 0.3250, atom 6 (H): 0.3490

***

It is R that is the least stable of them.

***

P:
Molecular formula: H4O2
Method: DFT, ωB97M-V/def2-TZVPD

Atoms and positions in Å:
O (-1.32754, -0.09492, -0.23198)
H (-1.22238, -0.37017, 0.69790)
H (-1.59345, 0.87937, -0.11728)
O (1.77057, 0.05823, -0.12860)
H (0.89392, 0.38495, 0.07160)
H (1.47888, -0.85746, -0.29165)

Output
- HOMO (eV) = -11.3
- orbital gap (eV) = 11.83
- total charge = 0

Computed Mulliken charges, given in elementary charges: atom 1 (O): -0.6947, atom 2 (H): 0.3379, atom 3 (H): 0.3433, atom 4 (O): -0.6366, atom 5 (H): 0.3331, atom 6 (H): 0.3170

***

Q:
Molecular formula: H4O2
Method: DFT, ωB97M-V/def2-TZVPD

Atoms and positions in Å:
O (-1.46983, 0.01448, -0.23109)
H (-0.94235, -0.75889, 0.08235)
H (-2.17662, 0.11313, 0.39623)
O (1.26961, -0.07995, -0.13204)
H (2.25591, -0.17676, -0.11341)
H (1.06329, 0.88800, -0.00204)

Output
- HOMO (eV) = -11.2
- orbital gap (eV) = 12.16
- total charge = 0

Computed Mulliken charges, given in elementary charges: atom 1 (O): -0.6373, atom 2 (H): 0.3381, atom 3 (H): 0.3036, atom 4 (O): -0.6393, atom 5 (H): 0.3067, atom 6 (H): 0.3281

***

It is P that is the least stable of them.

***

P:
Molecular formula: C3H11O2S
Method: DFT, ωB97M-V/def2-TZVPD

Atoms and positions in Å:
C (1.36352, 0.77276, 1.16167)
C (1.43643, 1.94149, 0.15401)
C (1.48470, 1.45865, -1.29097)
S (0.64855, -0.18550, -1.80752)
H (0.32298, 0.44364, 1.17086)
H (1.34766, 1.26637, 2.16045)
H (2.03034, -0.07445, 1.01999)
H (0.46053, 2.43823, 0.25982)
H (2.27166, 2.59530, 0.34346)
H (2.52008, 1.37993, -1.63804)
H (0.92617, 2.08420, -1.99386)
H (-1.72902, -1.51010, 2.76136)
H (-3.05926, -1.32977, 1.97178)
O (-2.66013, -1.46839, 2.83476)
H (-1.59666, -1.19919, -0.70026)
H (-1.18045, -2.06179, 0.33906)
O (-2.02310, -1.65646, 0.04226)

Output
- HOMO (eV) = -2.7
- orbital gap (eV) = 6.49
- total charge = -1

Mulliken population analysis, charges in e, atoms 1 to 6: atom 1 (C): -0.9725, atom 2 (C): -0.2750, atom 3 (C): -0.7421, atom 4 (S): -0.6996, atom 5 (H): 0.1803, atom 6 (H): 0.3460

***

Q:
Molecular formula: C3H11O2S
Method: DFT, ωB97M-V/def2-TZVPD

Atoms and positions in Å:
C (0.08458, -0.55731, -2.50671)
C (0.13615, -0.62571, -0.94266)
C (-1.08364, 0.01638, -0.34277)
S (-1.21837, -0.33572, 1.50270)
H (1.05113, -0.81320, -2.92545)
H (-0.18108, 0.44617, -2.83348)
H (-0.70002, -1.24024, -2.82926)
H (0.14580, -1.69774, -0.73624)
H (1.11929, -0.30786, -0.58450)
H (-2.02760, -0.31053, -0.77596)
H (-1.01200, 1.10399, -0.34042)
H (0.85847, -1.49849, 2.33729)
H (1.39731, -0.18431, 1.87024)
O (1.68512, -0.98916, 2.31948)
H (0.62854, 2.89196, -0.48151)
H (1.28674, 1.60198, -0.95211)
O (1.05883, 2.49193, -1.24585)

Output
- HOMO (eV) = -2.8
- orbital gap (eV) = 6.59
- total charge = -1

Mulliken population analysis, charges in e, atoms 1 to 6: atom 1 (C): -1.2840, atom 2 (C): -0.4811, atom 3 (C): -0.3593, atom 4 (S): -0.7579, atom 5 (H): 0.3477, atom 6 (H): 0.2991

***

It is P that is the least stable of them.

***

P:
Molecular formula: C4H10NOS
Method: DFT, ωB97M-V/def2-TZVPD

Atoms and positions in Å:
C (-1.11579, -0.90331, -1.01422)
C (-0.06892, -0.31652, -0.08805)
C (0.70351, 0.78246, -0.91823)
S (1.36646, 0.26179, -2.57653)
N (-0.59631, 0.25413, 1.10108)
C (0.24588, 0.39469, 2.34626)
O (-0.43466, 0.48195, 3.44790)
H (-0.73097, -1.73612, -1.61207)
H (-1.77088, -0.23775, -1.56247)
H (-1.75898, -1.44110, -0.30940)
H (0.72575, -1.02047, 0.15815)
H (1.54819, 1.23643, -0.42058)
H (-0.04183, 1.51843, -1.22888)
H (1.22672, -1.06521, -2.50434)
H (-1.22992, 0.99855, 0.83842)
H (0.96585, 1.25483, 2.13447)
H (0.96590, -0.46275, 2.20848)

Output
- HOMO (eV) = -2.5
- orbital gap (eV) = 5.50
- total charge = -1

Mulliken population analysis, charges in e, atoms 1 to 6: atom 1 (C): -1.4371, atom 2 (C): 0.1477, atom 3 (C): -0.7796, atom 4 (S): -0.2762, atom 5 (N): -0.2295, atom 6 (C): -0.2627

***

Q:
Molecular formula: C4H10NOS
Method: DFT, ωB97M-V/def2-TZVPD

Atoms and positions in Å:
C (1.46512, 1.52055, -2.13667)
N (0.17230, 1.20550, -1.53061)
C (0.24010, 0.34080, -0.32485)
C (0.41147, -1.10913, -0.76691)
O (0.74989, -1.99985, 0.30948)
C (-1.02608, 0.57727, 0.48596)
S (-1.04737, -0.16205, 2.15678)
H (1.87003, 0.70643, -2.76310)
H (1.31640, 2.34499, -2.84449)
H (2.16939, 1.83972, -1.38669)
H (-0.38893, 0.75273, -2.24020)
H (1.13932, 0.63881, 0.21492)
H (-0.50970, -1.50669, -1.19761)
H (1.27173, -1.22645, -1.43537)
H (0.30732, -1.65136, 1.12274)
H (-1.85919, 0.21751, -0.11712)
H (-1.18162, 1.65580, 0.53930)

Output
- HOMO (eV) = -2.6
- orbital gap (eV) = 6.30
- total charge = -1

Mulliken population analysis, charges in e, atoms 1 to 6: atom 1 (C): -0.8812, atom 2 (N): -0.4053, atom 3 (C): 0.1218, atom 4 (C): -0.5191, atom 5 (O): -0.4921, atom 6 (C): -0.8717

***

It is P that is the least stable of them.

***

P:
Molecular formula: C2H5NO
Method: DFT, ωB97M-V/def2-TZVPD

Atoms and positions in Å:
C (-0.35234, -0.00277, 0.87450)
N (-0.71979, 0.53930, -0.32266)
C (0.21064, 0.04568, -1.38182)
O (0.67851, -0.61040, 1.08681)
H (-1.02876, -0.03464, 1.73238)
H (0.03147, 1.14561, 0.27727)
H (0.03910, 0.64778, -2.27686)
H (0.03292, -1.01553, -1.57778)
H (1.23520, 0.12699, -1.01016)

Output
- HOMO (eV) = -10.2
- orbital gap (eV) = 11.09
- total charge = 0

Mulliken population analysis, charges in e, atoms 1 to 6: atom 1 (C): 0.0693, atom 2 (N): -0.4649, atom 3 (C): -0.6561, atom 4 (O): -0.4982, atom 5 (H): 0.4315, atom 6 (H): 0.2950

***

Q:
Molecular formula: C2H5NO
Method: DFT, ωB97M-V/def2-TZVPD

Atoms and positions in Å:
C (0.60036, -0.60779, -0.04238)
C (0.69026, 0.86685, -0.04474)
N (-2.71597, 0.34738, 0.02941)
O (-2.32837, -0.75082, -0.03367)
H (1.15777, -0.85673, -0.95154)
H (1.18509, -0.75166, 0.86046)
H (-0.45540, -0.95333, 0.07041)
H (1.31664, 1.26923, -0.73794)
H (0.54961, 1.43687, 0.84999)

Output
- HOMO (alpha / beta) (eV) = -7.9 / -8.9
- orbital gap (alpha / beta) (eV) = 7.95 / 8.41
- total charge = 0

Mulliken population analysis, charges in e, atoms 1 to 6: atom 1 (C): -0.3894, atom 2 (C): -0.8704, atom 3 (N): 0.1397, atom 4 (O): -0.1918, atom 5 (H): 0.2345, atom 6 (H): 0.2066

***

R:
Molecular formula: C2H5NO
Method: DFT, ωB97M-V/def2-TZVPD

Atoms and positions in Å:
C (-0.10244, -1.34094, -0.79420)
C (0.27868, 0.86123, 0.81417)
N (-0.79761, 0.22837, 0.08360)
O (0.90292, -1.79768, -0.49259)
H (-0.88119, -1.70386, -1.56443)
H (0.80090, 1.73270, 0.18054)
H (-0.16108, 1.28642, 1.72844)
H (1.18488, 0.20043, 0.80628)
H (-1.22505, 0.53334, -0.76181)

Output
- HOMO (eV) = -9.1
- orbital gap (eV) = 10.05
- total charge = 0

Mulliken population analysis, charges in e, atoms 1 to 6: atom 1 (C): 0.1756, atom 2 (C): -0.5364, atom 3 (N): -0.5258, atom 4 (O): -0.3064, atom 5 (H): 0.2791, atom 6 (H): 0.2055

***

It is Q that is the least stable of them.